1.
Entry from the Open Molecules 2025 dataset: the molecule C4H7NO2 at a distorted geometry (ωB97M-V/def2-TZVPD).

Relative energy (zero: lowest compared OMol25 entry of this formula, charge and spin) ... 3.692 eV
Lowest unoccupied orbital energy ... 0.813 eV
SMILES ... CC(=O)/C(C)=N\O
HOMO level ... -9.40 eV

Last column: natural (NBO) charge in e.
Element x y z (Å)
C -0.954 -1.446 0.497  -0.71
C 0.288 -0.590 0.556  0.61
O 1.406 -1.008 0.781  -0.57
C 0.152 0.740 -0.321  0.16
C 0.787 0.835 -1.662  -0.66
N -0.285 1.660 0.389  -0.09
O -0.490 0.840 1.831  -0.65
H -1.838 -0.838 0.668  0.24
H -1.031 -1.924 -0.478  0.23
H -0.882 -2.198 1.281  0.24
H 0.181 0.293 -2.383  0.24
H 0.888 1.870 -1.971  0.24
H 1.763 0.356 -1.617  0.26
H 0.015 1.411 2.428  0.48



2.
Entry from the Open Molecules 2025 dataset: a structure of composition C18H37OP3SeSm at a distorted geometry (ωB97M-V/def2-TZVPD).

Lowest unoccupied orbital energy (spin up / spin down) ... -12.082 / -11.653 eV
HOMO level (spin up / spin down) ... -15.81 / -15.81 eV
2S+1 ... 6
⟨S²⟩ ... 8.8105
Total charge ... +3

Last column: Mulliken spin population.
Element x y z (Å)
Sm 0.176 -0.040 1.044  5.20
P -2.663 -0.117 1.370  -0.08
P 0.222 -2.998 1.478  -0.02
P -0.003 2.958 1.397  -0.02
H 2.346 -0.902 -0.645  0.00
C 2.352 0.050 -0.082  -0.02
C 2.621 0.117 1.300  0.00
H 2.832 -0.778 1.915  0.00
C -2.933 -0.156 -0.457  0.00
C -3.524 -1.601 1.991  0.00
C -3.621 1.328 1.933  0.00
C 1.885 -3.768 1.470  0.00
C -0.643 -4.112 2.649  0.00
C -0.459 -3.697 -0.091  0.00
C 1.588 3.865 1.366  0.00
C -0.957 4.024 2.543  0.00
C -0.745 3.560 -0.182  0.00
H 2.308 0.946 -0.725  0.00
H 2.778 1.075 1.827  0.00
H -4.013 -0.196 -0.656  0.00
H -2.437 -1.029 -0.909  0.00
H -2.500 0.744 -0.923  0.00
H -4.599 -1.479 1.787  0.00
H -3.351 -1.705 3.072  0.00
H -3.151 -2.516 1.504  0.00
H -4.687 1.116 1.761  0.00
H -3.329 2.240 1.389  0.00
H -3.437 1.508 3.002  0.00
H 1.810 -4.724 0.932  0.00
H 2.261 -3.945 2.492  0.00
H 2.589 -3.103 0.952  0.00
H -0.709 -5.124 2.218  0.00
H -1.656 -3.748 2.864  0.00
H -0.074 -4.156 3.585  0.00
H -0.209 -4.759 -0.231  0.00
H -0.063 -3.124 -0.939  0.00
H -1.550 -3.584 -0.072  0.00
H 1.405 4.842 0.902  0.00
H 2.328 3.313 0.777  0.00
H 1.996 4.009 2.375  0.00
H -0.922 5.079 2.233  0.00
H -0.539 3.942 3.551  0.00
H -2.005 3.702 2.572  0.00
H -0.542 4.624 -0.367  0.00
H -1.832 3.412 -0.146  0.00
H -0.341 2.968 -1.012  0.00
C 1.214 0.152 -4.109  0.00
C 2.488 -0.120 -3.570  0.00
C 3.630 -0.077 -4.374  0.00
C 3.513 0.198 -5.741  0.00
C 2.248 0.406 -6.319  0.00
C 1.108 0.376 -5.511  0.00
Se -0.388 0.289 -3.053  -0.01
H 0.309 -0.101 -1.743  0.00
H 2.599 -0.344 -2.510  0.00
H 4.616 -0.257 -3.928  0.00
H 4.409 0.246 -6.364  0.00
H 2.158 0.592 -7.398  0.00
H 0.128 0.542 -5.967  0.00
O -1.269 0.019 4.407  0.00
C -0.764 0.017 3.364  -0.02



3.
Entry from the Open Molecules 2025 dataset: a cluster of 2 separate species, ClH2NOS in total at a distorted geometry (ωB97M-V/def2-TZVPD).

Relative energy (zero: lowest compared OMol25 entry of this formula, charge and spin) ... 2.125 eV
Lowest unoccupied orbital energy ... -2.255 eV
HOMO level ... -10.74 eV

Last column: natural (NBO) charge in e.
Element x y z (Å)
N 0.571 0.972 -0.160  -0.69
O -1.578 -0.243 -0.781  -0.93
S 0.705 0.675 1.235  1.04
Cl 2.058 -1.001 0.986  -0.36
H -0.730 0.509 -0.994  0.48
H -1.026 -0.912 -0.287  0.45



4.
Entry from the Open Molecules 2025 dataset: a cluster of 2 separate species, C5H15N in total at a distorted geometry (ωB97M-V/def2-TZVPD).

Relative energy (zero: lowest compared OMol25 entry of this formula, charge and spin) ... 0.986 eV
Lowest unoccupied orbital energy ... 1.170 eV
SMILES ... CCC.CCN
HOMO level ... -9.29 eV

Last column: natural (NBO) charge in e.
Element x y z (Å)
C -2.457 -2.508 4.822  -0.62
C -1.814 -1.195 4.345  -0.41
C -0.271 -1.384 4.266  -0.61
H -3.447 -2.331 5.149  0.21
H -1.959 -2.869 5.722  0.20
H -2.688 -3.350 4.155  0.21
H -2.036 -0.415 5.071  0.21
H -2.075 -1.052 3.329  0.21
H 0.042 -2.098 5.067  0.19
H 0.077 -1.877 3.344  0.20
H 0.420 -0.557 4.399  0.21
C 1.519 0.462 -4.277  -0.65
C 1.342 1.957 -3.976  -0.22
N 1.665 2.870 -5.123  -0.83
H 2.561 0.244 -4.073  0.22
H 0.815 -0.164 -3.741  0.22
H 1.063 0.337 -5.257  0.21
H 0.350 2.311 -3.671  0.19
H 2.027 2.240 -3.139  0.18
H 2.515 2.519 -5.564  0.35
H 0.871 2.839 -5.779  0.35



5.
Entry from the Open Molecules 2025 dataset: a structure of composition C20H35GeN3O3S2TeTi (ωB97M-V/def2-TZVPD).

Relative energy (zero: lowest compared OMol25 entry of this formula, charge and spin) ... 0.001 eV
Lowest unoccupied orbital energy ... -0.425 eV
HOMO level ... -6.70 eV

Last column: natural (NBO) charge in e.
Element x y z (Å)
Ti -0.293 0.461 -0.636  1.34
C 3.527 0.509 2.040  -0.63
C 3.236 0.594 0.541  0.28
C 4.211 -0.288 -0.234  -0.63
C 3.346 2.035 0.069  -0.62
O 1.898 0.133 0.289  -0.96
Ge 1.254 -1.528 0.799  1.37
O 0.366 -1.487 -0.922  -0.96
C 0.544 -2.503 -1.933  0.28
C -0.455 -2.265 -3.056  -0.62
C 0.280 -3.860 -1.288  -0.63
C 1.973 -2.422 -2.457  -0.63
O -0.331 -0.460 1.215  -0.95
C -1.170 -0.737 2.362  0.29
C -0.278 -0.749 3.602  -0.63
C -2.224 0.351 2.501  -0.63
C -1.822 -2.101 2.159  -0.63
H 4.539 0.858 2.251  0.22
H 2.829 1.129 2.604  0.21
H 3.444 -0.521 2.396  0.21
H 5.237 0.058 -0.101  0.22
H 4.155 -1.324 0.114  0.21
H 3.968 -0.267 -1.297  0.22
H 4.352 2.411 0.264  0.21
H 3.147 2.106 -0.999  0.22
H 2.629 2.671 0.588  0.22
H -1.477 -2.376 -2.695  0.22
H -0.340 -1.268 -3.480  0.23
H -0.281 -2.996 -3.847  0.21
H -0.714 -3.868 -0.837  0.22
H 0.331 -4.650 -2.038  0.22
H 1.015 -4.081 -0.512  0.21
H 2.689 -2.616 -1.654  0.21
H 2.132 -3.161 -3.244  0.22
H 2.168 -1.429 -2.865  0.22
H 0.221 0.214 3.719  0.21
H -0.875 -0.939 4.494  0.22
H 0.483 -1.529 3.531  0.21
H -1.764 1.327 2.652  0.23
H -2.869 0.403 1.626  0.23
H -2.844 0.125 3.372  0.21
H -1.060 -2.880 2.068  0.21
H -2.461 -2.347 3.008  0.22
H -2.427 -2.103 1.252  0.23
C -4.878 -1.544 -2.557  -0.75
S -4.213 -0.148 -3.488  0.31
C -2.857 0.372 -2.507  -0.05
S -2.529 -0.343 -0.938  -0.21
N -2.153 1.310 -3.022  -0.36
N -1.146 1.743 -2.093  -0.54
C -1.480 3.022 -1.572  -0.17
C -1.047 3.274 -0.319  0.13
C -1.259 4.518 0.384  -0.22
C -0.731 4.702 1.605  -0.20
C 0.041 3.652 2.216  -0.28
C 0.183 2.484 1.555  0.03
N -0.360 2.234 0.319  -0.70
H -5.707 -1.914 -3.158  0.23
H -4.134 -2.327 -2.440  0.23
H -5.250 -1.226 -1.587  0.23
H -2.082 3.678 -2.180  0.23
H -1.840 5.287 -0.108  0.22
H -0.885 5.634 2.133  0.21
H 0.489 3.780 3.190  0.21
H 0.732 1.659 1.984  0.21
Te 0.820 1.523 -2.837  0.30